This record from the Open Molecules 2025 dataset describes a structure of composition C40H33Cl5HoN9O6S2. The level of theory is ωB97M-V/def2-TZVPD.

Values from the calculation:
multiplicity: 5
expectation value of S²: 6.003
LUMO (alpha / beta): 0.36 / 0.36 eV
highest occupied orbital energy (alpha / beta): -7.93 / -7.93 eV
energy: -6534.01772 hartree

Each line ends with the Mulliken charge.
Element x y z (Å)
Ho -0.54 -0.06 0.10  0.34
C 2.65 -0.55 1.78  -1.58
C 1.99 -0.84 3.12  -1.04
C 0.90 0.12 3.50  0.64
C 0.82 0.56 4.82  -1.03
C -0.10 1.52 5.16  -0.85
C -0.96 2.00 4.19  -1.14
C -0.84 1.49 2.92  -0.30
N 0.08 0.59 2.55  0.89
N 2.01 -1.16 0.60  1.42
C 2.83 -0.78 -0.56  -1.85
C 2.21 -1.20 -1.87  1.17
C 2.95 -1.07 -3.04  -1.13
C 2.41 -1.52 -4.22  -0.61
C 1.17 -2.16 -4.19  -1.02
C 0.51 -2.23 -2.99  -0.75
N 0.99 -1.73 -1.84  0.60
C 1.99 -2.62 0.72  -1.94
C 0.72 -3.19 1.26  0.89
C 0.77 -4.34 2.02  -0.97
C -0.41 -4.96 2.39  -0.79
C -1.60 -4.41 1.98  -1.25
C -1.57 -3.24 1.25  -0.45
N -0.44 -2.62 0.88  1.00
H 3.69 -0.91 1.83  0.77
H 2.68 0.52 1.61  0.28
H 2.76 -0.79 3.89  0.56
H 1.59 -1.86 3.17  0.30
H 1.51 0.16 5.55  0.50
H -0.16 1.89 6.18  0.41
H -1.71 2.75 4.41  0.53
H -1.46 1.89 2.12  0.60
H 3.83 -1.23 -0.48  0.55
H 2.95 0.29 -0.55  0.63
H 3.93 -0.60 -3.01  0.51
H 2.95 -1.42 -5.15  0.43
H 0.72 -2.57 -5.09  0.48
H -0.45 -2.73 -2.92  0.74
H 2.84 -2.97 1.31  0.23
H 2.10 -3.04 -0.28  0.62
H 1.73 -4.74 2.31  0.48
H -0.39 -5.86 3.01  0.41
H -2.56 -4.83 2.26  0.49
H -2.50 -2.78 0.96  0.65
Cl -2.61 -1.99 -1.54  -0.32
C -2.15 -0.79 -2.74  1.30
C -1.21 0.16 -2.36  -1.21
C -0.78 0.95 -3.42  0.83
Cl 0.52 2.09 -3.18  -0.17
C -1.27 0.85 -4.73  -0.18
Cl -0.68 1.87 -5.98  -0.19
C -2.25 -0.10 -5.02  0.44
Cl -2.88 -0.25 -6.62  -0.20
C -2.69 -0.94 -4.01  -0.25
Cl -3.85 -2.18 -4.35  -0.19
C -3.54 3.67 0.06  -1.36
C -2.07 3.78 -0.16  0.10
N -1.16 2.83 -0.04  0.71
C 0.05 3.45 -0.28  -0.34
C -0.13 4.77 -0.55  -0.12
N -1.48 4.96 -0.47  -0.05
C 0.72 5.94 -0.89  0.53
O 2.01 5.75 -0.99  -0.56
O 0.18 7.02 -1.06  -0.65
C 1.31 2.66 -0.23  0.26
O 2.39 3.22 -0.41  -0.96
O 1.17 1.42 0.02  0.99
H -3.75 2.86 0.75  0.15
H -4.06 3.47 -0.87  0.27
H -3.93 4.60 0.47  0.48
H -1.91 5.86 -0.63  0.25
H 2.23 4.78 -0.82  0.47
N -6.04 1.39 7.83  -0.53
C -5.34 0.71 6.85  1.13
C -6.02 0.12 5.78  -0.92
C -5.32 -0.59 4.82  -0.63
C -3.94 -0.71 4.90  -0.58
C -3.26 -0.16 5.99  -0.29
C -3.95 0.55 6.95  -0.94
S -3.04 -1.65 3.71  1.42
O -1.82 -2.06 4.36  -0.82
O -3.97 -2.65 3.24  -0.71
N -2.58 -0.68 2.50  0.05
C -3.41 -0.29 1.53  -0.11
S -5.16 -0.47 1.47  -0.25
C -5.20 0.31 -0.07  -0.84
C -3.95 0.62 -0.46  -1.42
N -2.94 0.30 0.43  1.47
H -6.97 1.70 7.62  0.21
H -5.52 1.98 8.46  0.21
H -7.10 0.20 5.72  0.29
H -5.86 -1.10 4.03  0.59
H -2.20 -0.34 6.09  0.65
H -3.43 0.96 7.81  0.29
H -6.12 0.46 -0.61  0.50
H -3.69 1.09 -1.40  0.75